(1)
32
Properties=species:S:1:pos:R:3:forces:R:3 method="wB97M-V/def2-TZVPD" homo_ev="-2.02 / -4.32" spin_multiplicity=2 homo_lumo_gap_ev="4.4110 / 6.7156" e_lumo_ev="2.4 / 2.4" charge=-1 s_squared=0.787
Hg 1.033 0.376 -0.216 0.8 0.1 1.7
Cl -0.377 0.309 2.715 -0.1 0.0 0.0
C 1.350 0.344 2.842 0.0 0.0 -0.2
C 2.095 0.366 1.664 0.2 0.0 -0.1
C 3.476 0.385 1.814 -0.2 0.0 -0.1
Cl 4.452 0.410 0.382 0.1 0.0 -0.1
C 4.105 0.385 3.056 -0.1 0.0 0.0
Cl 5.824 0.408 3.183 0.1 0.0 0.0
C 3.326 0.367 4.211 0.0 0.0 -0.1
Cl 4.076 0.368 5.760 0.0 0.0 0.1
C 1.938 0.345 4.105 0.0 0.0 -0.1
Cl 0.968 0.322 5.527 0.0 0.0 0.1
Cl -6.190 -0.725 -0.300 -0.2 0.0 0.0
C -4.447 -0.792 -0.456 0.1 -0.1 0.0
C -3.836 -2.038 -0.503 -0.1 0.0 0.0
C -2.448 -2.070 -0.643 0.1 0.3 0.0
Cl -1.675 -3.628 -0.732 0.0 -0.2 0.0
C -1.634 -0.936 -0.728 -0.1 -0.1 0.0
O -0.341 -1.077 -0.887 -0.6 -0.5 -0.5
C -2.307 0.355 -0.666 0.2 0.0 0.0
C -1.658 1.604 -0.730 0.0 0.0 0.0
O -0.388 1.891 -0.797 -0.4 0.4 -0.3
C -3.728 0.371 -0.535 0.1 0.0 0.0
H -4.410 -2.949 -0.432 0.0 0.0 0.0
H -2.326 2.475 -0.715 0.0 0.0 0.0
H -4.229 1.330 -0.490 0.0 0.0 0.0
C 1.053 0.274 -4.864 -0.1 0.0 -0.2
C 1.575 0.353 -3.516 0.0 0.0 0.2
N 1.967 0.410 -2.442 0.3 0.0 -0.4
H 1.124 1.251 -5.338 0.0 0.0 0.0
H 0.009 -0.034 -4.831 0.0 0.0 0.1
H 1.625 -0.452 -5.438 0.0 0.0 0.0

---

(2)
32
Properties=species:S:1:pos:R:3:forces:R:3 method="wB97M-V/def2-TZVPD" homo_ev="-12.81 / -14.82" spin_multiplicity=5 homo_lumo_gap_ev="4.8904 / 3.8289" e_lumo_ev="-7.9 / -11.0" charge=+2 s_squared=6.030
Pd 0.810 1.060 0.763 -0.2 -0.2 -0.2
S -3.149 -4.124 -2.970 0.0 -0.1 0.0
N -3.630 -2.745 -2.297 0.0 0.0 0.0
C -2.554 -2.192 -1.762 0.1 0.0 0.0
C -2.520 -0.931 -1.047 -0.1 0.0 0.0
C -3.645 -0.130 -0.832 0.0 0.0 0.0
C -3.504 1.052 -0.139 0.0 -0.1 0.0
C -2.244 1.412 0.325 0.0 0.1 0.0
N -1.167 0.657 0.126 0.6 0.4 0.3
C -1.290 -0.505 -0.552 0.1 -0.1 0.0
C -0.082 -1.291 -0.742 -0.2 0.1 0.0
N 1.063 -0.794 -0.224 0.2 0.7 0.4
C 2.195 -1.476 -0.371 0.1 0.0 0.0
C 2.250 -2.693 -1.042 -0.1 0.0 0.0
C 1.092 -3.213 -1.576 0.0 0.0 0.0
C -0.103 -2.504 -1.427 0.0 -0.1 0.0
C -1.378 -2.957 -1.947 0.0 0.1 0.1
N -1.581 -4.079 -2.618 -0.1 0.0 0.0
H -4.606 -0.453 -1.214 0.0 0.0 0.0
H -4.347 1.700 0.049 0.0 0.0 0.0
H -2.106 2.335 0.872 0.0 0.0 0.0
H 3.090 -1.046 0.057 0.0 0.0 0.0
H 3.195 -3.208 -1.135 0.0 0.0 0.0
H 1.085 -4.156 -2.107 0.0 0.0 0.0
S 4.630 6.060 4.377 0.0 0.0 0.0
C 3.735 4.893 3.513 0.3 0.3 0.2
S 2.030 5.045 3.255 -0.8 0.0 -0.2
C 1.858 3.560 2.384 0.6 0.4 0.3
C 3.009 2.811 2.203 0.2 0.6 0.4
S 3.069 1.334 1.388 -1.0 -0.4 -0.4
S 4.466 3.460 2.873 0.3 -0.7 -0.3
S 0.330 3.116 1.818 -0.1 -1.0 -0.6

---

(3)
34
Properties=species:S:1:pos:R:3:forces:R:3 method="wB97M-V/def2-TZVPD" homo_ev=-8.72 homo_lumo_gap_ev=8.8867 e_lumo_ev=0.2
O -1.944 3.515 -1.576 1.0 -0.2 -1.1
C -1.156 3.044 -2.350 -1.8 0.8 1.5
F -1.181 3.432 -3.620 0.8 -0.9 0.3
N -0.210 2.036 -1.935 -0.1 1.1 -0.5
C 0.424 2.521 -0.751 0.3 0.0 1.6
O 0.117 2.311 0.382 0.3 -0.2 -1.3
F 1.463 3.333 -1.022 -0.7 -0.3 -0.5
C -0.806 0.747 -1.745 0.2 -0.5 -0.1
C -2.146 0.476 -1.909 -0.8 0.8 -0.6
C -2.669 -0.794 -1.747 -0.1 -0.5 -0.7
C -1.838 -1.842 -1.398 0.1 -0.4 -0.4
C -0.499 -1.562 -1.230 1.2 -0.5 0.4
C 0.042 -0.300 -1.408 -0.1 0.2 0.1
N 1.447 -0.064 -1.253 0.0 -0.1 -0.1
C 1.942 -0.567 -0.005 0.1 -0.6 0.8
C 2.682 0.198 0.873 -0.1 1.1 -0.8
C 3.152 -0.311 2.064 0.6 0.3 0.7
C 2.917 -1.625 2.433 -0.1 0.4 -0.5
C 2.169 -2.397 1.557 0.2 -1.2 1.0
C 1.688 -1.880 0.384 -0.9 0.1 -1.4
S 0.674 -2.835 -0.751 -0.2 0.0 0.2
H -2.855 1.259 -2.174 0.3 0.0 0.1
H -3.737 -0.949 -1.887 0.2 0.0 0.0
H -2.167 -2.869 -1.259 -0.2 0.3 0.0
H 1.892 -0.623 -1.986 0.1 0.3 0.0
H 2.859 1.234 0.583 0.1 -0.2 0.2
H 3.732 0.341 2.714 -0.1 -0.1 -0.1
H 3.279 -2.015 3.379 0.0 0.0 -0.2
H 1.980 -3.431 1.842 -0.2 0.2 -0.3
C -2.256 0.048 2.780 -0.2 0.1 0.0
Br -2.746 -0.267 0.934 0.1 0.2 1.5
Br -3.504 -0.768 4.011 0.1 0.0 -0.1
Br -0.444 -0.510 3.122 -0.1 0.0 -0.1
H -2.298 1.116 2.948 0.0 0.0 0.0

---

(4)
35
Properties=species:S:1:pos:R:3:forces:R:3 method="wB97M-V/def2-TZVPD" homo_ev=-8.37 homo_lumo_gap_ev=8.4654 e_lumo_ev=0.1 smiles="O=S1(=O)N=C(Nc2cc(F)c3[nH]ccc3c2)Nc2c(O)cc(Cl)c(Br)c21"
O -2.092 -3.075 -2.907 1.1 1.7 0.6
O 0.194 -3.600 -3.413 0.1 1.5 0.9
F -1.615 2.473 2.978 0.8 -0.8 -0.1
Cl 0.396 0.862 -6.937 -0.2 -0.1 0.7
Br -0.349 -2.239 -6.094 0.1 1.0 0.7
N -0.299 -2.587 -1.121 -0.6 -1.7 -5.3
O -0.176 2.416 -2.109 -0.1 -0.1 -0.1
C -0.453 -1.441 -0.638 0.7 1.6 2.7
C 1.687 -0.090 5.066 0.1 0.7 1.0
C 1.324 1.020 5.830 -0.1 -1.3 -2.9
C 0.111 1.576 -4.327 -0.4 -1.4 -0.3
C -0.901 0.491 1.805 -0.6 1.5 0.6
C 0.833 -0.894 2.764 -0.1 -0.8 -0.7
C -0.777 1.390 2.875 -0.2 -0.2 -0.7
C 0.061 0.506 -5.253 0.3 0.2 0.3
C -0.181 -0.796 -4.811 -0.1 -0.3 -1.0
C -0.155 1.353 -2.976 -0.1 0.5 -1.3
C 0.947 -0.033 3.823 0.4 0.1 0.8
C -0.098 -0.629 1.752 1.4 -0.7 0.5
C 0.179 1.132 3.843 -0.1 1.0 1.5
C -0.451 0.042 -2.561 0.4 0.1 -0.5
C -0.405 -0.999 -3.451 -0.2 -1.0 -0.4
N -0.167 -1.553 0.704 -0.9 1.8 -0.3
N 0.468 1.789 5.041 -0.4 0.1 0.4
N -0.751 -0.254 -1.253 0.2 1.4 2.1
S -0.698 -2.657 -2.762 -0.8 -3.6 -0.8
H -0.134 3.245 -2.630 0.0 -0.7 0.5
H 2.438 -0.835 5.364 -0.7 0.4 -0.2
H 1.649 1.284 6.812 0.0 0.4 0.3
H 0.310 2.557 -4.733 0.1 0.2 0.2
H -1.655 0.672 1.050 -0.1 0.0 0.2
H 1.448 -1.795 2.771 -0.3 0.2 -0.3
H -0.029 -2.527 0.838 0.3 -0.6 0.9
H -0.032 2.611 5.342 0.1 -0.2 0.1
H -0.626 0.583 -0.680 -0.2 -0.5 0.2

---

(5)
34
Properties=species:S:1:pos:R:3:forces:R:3 method="wB97M-V/def2-TZVPD" homo_ev=-8.91 homo_lumo_gap_ev=7.4657 e_lumo_ev=-1.4 smiles="O=C(Nn1c(=S)[nH]c2ccc(F)cc2c1=O)c1ccc([N+](=O)[O-])cc1"
O 1.295 0.483 -0.653 0.0 -0.4 0.1
O -2.053 1.182 -1.369 0.1 0.1 1.4
O 4.879 -5.058 -2.778 -1.3 -0.5 1.4
O 3.648 -6.298 -1.427 0.7 2.0 -0.9
F -3.564 5.935 -0.286 0.2 -0.2 0.1
S -0.485 -0.670 2.849 0.4 -0.3 0.4
C 0.805 -0.633 -0.577 -0.4 3.8 0.4
C -1.857 1.336 -0.166 -0.3 0.1 -4.2
C -1.122 0.541 1.948 0.3 -1.7 1.1
C -2.820 5.049 1.802 0.1 -0.3 -0.6
C 1.255 -3.073 -0.539 0.2 -0.1 -0.4
C 2.708 -1.697 -1.872 -0.8 -0.9 0.8
C -2.704 3.705 -0.242 -0.6 0.8 -0.1
C -2.333 3.954 2.520 -0.6 0.0 -0.4
C 2.003 -4.200 -0.889 0.5 0.7 -0.1
C 3.459 -2.842 -2.218 0.2 1.5 0.2
C -3.037 4.915 0.413 0.8 -1.7 0.5
C 1.596 -1.779 -1.002 0.3 -3.2 -0.4
C -2.244 2.594 0.490 0.0 0.9 0.8
C -2.089 2.728 1.867 -0.3 1.0 0.7
C 3.160 -4.079 -1.687 -2.5 1.6 1.0
N -1.719 1.608 2.609 0.8 -0.4 -2.2
N -0.511 -0.734 -0.106 -0.8 0.1 0.6
N -1.174 0.382 0.554 1.0 -0.5 0.8
N 3.950 -5.212 -1.964 1.6 -2.7 -1.1
H -3.020 5.999 2.301 0.0 -0.3 -0.2
H 0.391 -3.229 0.112 0.4 0.1 -0.2
H 2.953 -0.728 -2.235 0.4 0.5 -0.4
H -2.852 3.624 -1.330 0.1 0.0 0.6
H -2.271 4.024 3.610 0.2 -0.1 -0.4
H 1.735 -5.161 -0.514 -0.1 -0.5 0.2
H 4.340 -2.705 -2.833 -0.2 -0.2 0.0
H -1.425 1.707 3.570 -0.1 -0.2 -0.1
H -0.897 -1.670 0.042 -0.2 1.0 0.3

---

(6)
55
Properties=species:S:1:pos:R:3:forces:R:3 method="wB97M-V/def2-TZVPD" homo_ev=-3.63 homo_lumo_gap_ev=1.7072 e_lumo_ev=-1.9 charge=-3
O -4.481 -19.850 -17.333 -0.1 -3.8 5.3
V -4.472 -20.845 -15.983 -2.8 4.4 -3.5
O -5.801 -20.496 -15.144 3.5 -0.9 -2.1
O 3.726 -18.754 -20.602 -1.3 1.0 1.5
C 3.322 -18.830 -19.464 -0.3 0.3 -0.5
O 2.449 -18.022 -18.731 1.5 -1.4 -0.5
B 2.395 -18.570 -17.326 -0.1 -0.4 -0.7
O 3.298 -19.780 -17.342 -0.2 0.7 -0.2
C 3.804 -19.962 -18.563 2.1 -1.9 -0.1
O 4.612 -20.827 -18.934 -2.4 2.3 1.4
O 1.031 -19.003 -16.899 -0.1 1.1 -0.6
C 0.557 -18.244 -15.910 2.4 -2.4 0.0
O -0.400 -18.568 -15.287 -1.9 0.8 0.7
C 1.773 -17.394 -15.429 0.2 1.5 1.8
O 2.727 -17.531 -16.291 0.8 -0.8 -1.4
O 1.912 -16.774 -14.383 -1.0 -0.8 -1.3
O -6.270 -25.459 -18.412 -1.5 -3.1 -2.1
C -6.601 -26.482 -19.062 1.9 1.9 2.0
O -6.078 -27.703 -18.857 -1.1 1.3 -0.1
B -6.656 -28.646 -19.831 -0.3 -1.0 -0.7
O -7.475 -27.848 -20.772 -0.3 1.5 1.7
C -7.532 -26.584 -20.307 -1.5 1.7 -3.2
O -8.118 -25.659 -20.922 1.8 -2.7 2.6
O -7.473 -29.775 -19.187 1.7 -0.7 0.4
C -6.717 -30.926 -19.252 -2.4 0.0 -0.3
O -7.006 -32.011 -18.778 0.6 1.9 -0.3
C -5.668 -30.661 -20.337 0.3 2.1 -0.3
O -5.643 -29.322 -20.617 0.0 -1.8 0.8
O -5.045 -31.474 -20.922 0.5 -0.9 -0.2
O 2.432 -26.446 -21.030 -1.3 -1.0 2.3
C 1.811 -26.705 -19.991 2.4 0.1 -5.0
O 1.875 -25.993 -18.921 -0.9 0.4 1.0
B 0.821 -26.499 -18.050 -0.2 -0.7 0.5
O 0.270 -27.711 -18.649 0.1 0.1 0.0
C 0.842 -27.888 -19.827 -2.2 -2.6 -2.9
O 0.490 -28.759 -20.667 1.9 3.1 3.1
O 1.423 -26.828 -16.765 0.7 1.3 1.4
C 1.276 -25.789 -15.936 -0.2 -1.2 3.3
O 1.789 -25.700 -14.782 -1.9 0.2 -4.6
C -0.018 -25.010 -16.573 -0.7 2.9 2.8
O -0.249 -25.503 -17.759 0.3 0.4 0.8
O -0.666 -24.123 -15.936 1.9 -3.0 -2.4
O 0.377 -23.458 -23.724 -4.7 -0.9 0.0
C -0.809 -23.859 -23.886 3.6 0.9 0.7
O -1.173 -24.513 -24.959 -0.9 -0.9 -0.7
B -2.502 -25.162 -24.750 0.8 1.4 1.1
O -3.052 -24.509 -23.547 -0.3 0.1 -0.2
C -2.118 -23.839 -22.950 2.1 1.4 2.3
O -2.140 -23.327 -21.839 -0.4 -0.7 -1.9
O -2.400 -26.585 -24.456 3.1 2.5 3.1
C -3.118 -27.229 -25.212 -2.3 -5.5 -3.7
O -3.164 -28.463 -25.316 -0.4 2.5 0.2
C -3.780 -26.238 -26.189 -3.4 -2.7 -5.1
O -3.400 -25.013 -25.873 -0.5 -0.8 -0.9
O -4.480 -26.657 -27.211 3.2 2.9 4.9

---

Number 1: E -113069.80739 eV. Number 2: E -90086.27447 eV. Number 3: E -249173.47468 eV. Number 4: E -123920.51356 eV. Number 5: E -43400.97729 eV. Number 6: E -114616.94493 eV.